Entry 1:
The following is a DFT calculation (wB97M-V/def2-TZVPD) of 8 unconnected molecules or ions with the total composition C35H53F3IN9O2P.

Geometry as XYZ:
```
104
Properties=species:S:1:pos:R:3
N -2.147 0.590 2.670
C -2.049 0.070 1.646
O -1.938 -0.510 0.470
N -0.986 -1.554 0.541
C 0.296 -1.159 0.499
C 1.266 -2.127 0.583
C 0.870 -3.453 0.694
C 1.939 -4.523 0.741
F 1.479 -5.648 1.250
F 2.367 -4.773 -0.487
F 2.972 -4.130 1.461
C -0.467 -3.807 0.747
C -1.443 -2.812 0.663
P -3.268 -3.325 0.740
O -3.870 -2.142 1.683
I -3.959 -2.554 -1.435
H 0.496 -0.102 0.392
H 2.296 -1.807 0.538
H -0.780 -4.840 0.822
H -3.808 -2.400 2.615
C 3.206 -2.461 -3.394
C 4.113 -1.341 -3.888
C 4.804 -0.586 -2.743
C 3.831 0.041 -1.853
N 3.063 0.531 -1.153
H 2.389 -2.068 -2.784
H 2.761 -2.993 -4.234
H 3.762 -3.186 -2.796
H 3.536 -0.636 -4.487
H 4.885 -1.753 -4.537
H 5.457 0.195 -3.133
H 5.416 -1.268 -2.150
C -2.948 3.893 3.464
C -1.683 4.580 3.966
C -1.870 6.061 4.309
C -2.297 6.826 3.138
N -2.598 7.418 2.202
H -3.308 4.348 2.539
H -2.736 2.845 3.265
H -3.751 3.943 4.202
H -0.902 4.496 3.207
H -1.318 4.066 4.856
H -0.930 6.484 4.668
H -2.613 6.193 5.096
C 1.418 7.192 2.275
C 2.519 8.169 2.658
C 3.324 7.662 3.861
C 2.452 7.464 5.018
N 1.725 7.314 5.894
H 0.702 7.083 3.090
H 0.866 7.547 1.404
H 1.827 6.207 2.039
H 2.080 9.140 2.895
H 3.199 8.323 1.820
H 4.111 8.366 4.132
H 3.797 6.706 3.626
C 7.236 3.020 1.791
C 6.128 1.974 1.768
C 4.922 2.399 0.919
C 4.309 3.623 1.436
N 3.824 4.580 1.841
H 6.891 3.952 2.238
H 8.085 2.668 2.377
H 7.592 3.238 0.782
H 5.796 1.771 2.788
H 6.518 1.037 1.366
H 4.161 1.621 0.913
H 5.225 2.574 -0.114
C -2.139 -9.782 0.813
C -3.542 -9.498 0.289
C -3.555 -8.526 -0.899
C -2.994 -7.227 -0.537
N -2.572 -6.198 -0.249
H -1.664 -8.876 1.194
H -2.174 -10.501 1.630
H -1.502 -10.197 0.029
H -4.161 -9.093 1.091
H -4.009 -10.428 -0.034
H -4.572 -8.361 -1.259
H -2.971 -8.926 -1.730
C -2.560 -8.041 -5.016
C -3.270 -6.775 -5.480
C -3.987 -6.045 -4.337
C -5.003 -6.886 -3.711
N -5.781 -7.573 -3.221
H -3.269 -8.768 -4.616
H -2.038 -8.514 -5.846
H -1.824 -7.817 -4.240
H -3.993 -7.023 -6.258
H -2.547 -6.090 -5.924
H -4.467 -5.138 -4.704
H -3.274 -5.756 -3.560
C -2.352 7.327 -1.310
C -3.204 6.106 -1.624
C -2.452 5.036 -2.426
C -1.997 5.534 -3.723
N -1.639 5.930 -4.738
H -2.037 7.841 -2.219
H -2.916 8.034 -0.704
H -1.461 7.048 -0.746
H -4.095 6.409 -2.177
H -3.546 5.655 -0.691
H -3.093 4.172 -2.607
H -1.577 4.694 -1.870
```

Summary:
Charge ... +1
HOMO ... -12.52 eV
F_max ... 0.82 eV/A
Spin multiplicity ... 1

Atom charges from the Mulliken analysis, given in e for atoms 1 to 4: number 1, N, carries -0.4013; number 2, C, carries 0.5959; number 3, O, carries -0.3145; number 4, N, carries 0.3868

=====

Entry 2:
The following is a DFT calculation (wB97M-V/def2-TZVPD) of 5 unconnected molecules or ions with the total composition C16H24Cl2NO16S2.

Geometry as XYZ:
```
61
Properties=species:S:1:pos:R:3
O -4.061 -1.679 1.626
S -4.961 -0.642 0.904
O -4.909 0.732 1.681
Cl -6.939 -1.412 1.064
N -4.662 -0.479 -0.811
S -3.131 0.290 -1.149
O -3.170 1.859 -1.031
O -2.773 -0.045 -2.645
Cl -1.531 -0.371 0.016
C 3.323 -0.882 4.200
C 2.819 -0.079 3.018
C 1.436 0.463 3.210
O 0.955 0.560 1.881
C 1.628 -0.384 1.158
O 1.335 -0.719 0.022
O 2.671 -0.902 1.873
H 4.387 -1.110 4.074
H 3.200 -0.334 5.139
H 2.806 -1.845 4.277
H 3.532 0.720 2.772
H 1.441 1.446 3.690
H 0.776 -0.206 3.772
C 2.062 1.091 -2.052
C 3.040 2.248 -2.096
C 4.134 2.068 -3.104
O 5.193 2.828 -2.551
C 4.995 2.837 -1.198
O 5.815 3.231 -0.386
O 3.759 2.350 -0.878
H 1.203 1.350 -1.423
H 1.693 0.842 -3.051
H 2.518 0.201 -1.605
H 2.503 3.193 -2.253
H 3.855 2.456 -4.088
H 4.467 1.030 -3.210
C -7.161 4.418 -3.167
C -7.430 3.327 -2.150
C -6.286 3.088 -1.213
O -6.454 1.727 -0.858
C -7.103 1.134 -1.905
O -7.243 -0.071 -2.034
O -7.574 2.067 -2.785
H -8.081 4.659 -3.710
H -6.798 5.331 -2.687
H -6.432 4.093 -3.917
H -8.358 3.539 -1.603
H -6.339 3.726 -0.326
H -5.302 3.208 -1.680
C 3.444 -5.712 0.091
C 3.426 -4.778 1.283
C 4.372 -3.624 1.153
O 4.674 -3.317 2.502
C 4.516 -4.478 3.206
O 4.877 -4.637 4.360
O 3.901 -5.434 2.448
H 2.624 -6.435 0.167
H 3.330 -5.164 -0.849
H 4.371 -6.296 0.055
H 2.402 -4.435 1.481
H 3.909 -2.765 0.657
H 5.304 -3.875 0.635
```

Summary:
Charge ... -1
HOMO ... -6.29 eV
F_max ... 6.68 eV/A
Spin multiplicity ... 1

Atom charges from the Mulliken analysis, given in e for atoms 1 to 4: number 1, O, carries -0.5480; number 2, S, carries 0.9752; number 3, O, carries -0.5299; number 4, Cl, carries -0.2499

=====

Entry 3:
The following is a DFT calculation (wB97M-V/def2-TZVPD) of a molecular structure, C6H18N3NaO12S3.

Geometry as XYZ:
```
43
Properties=species:S:1:pos:R:3
Na 0.494 1.078 -0.722
N 3.235 -0.702 -2.519
O 3.651 -0.038 -3.433
O 3.893 -1.706 -2.074
O 2.216 -0.343 -1.859
N 2.250 4.507 -1.678
O 1.974 5.715 -1.400
O 1.748 3.600 -0.969
O 2.965 4.240 -2.638
N -0.518 1.229 -4.142
O 0.282 1.877 -4.805
O -0.681 1.452 -2.923
O -1.188 0.282 -4.663
C -2.915 0.030 2.231
S -2.220 1.698 2.190
O -1.550 1.765 0.893
C -3.786 2.564 1.931
H -3.165 -0.260 3.261
H -2.083 -0.614 1.937
H -3.738 -0.126 1.542
H -3.497 3.606 1.758
H -4.478 2.465 2.763
H -4.199 2.245 0.974
C -1.439 -3.358 -0.245
S -1.246 -1.910 -1.311
O -0.963 -0.793 -0.388
C 0.347 -2.339 -2.044
H -1.088 -4.240 -0.789
H -2.484 -3.533 0.001
H -0.808 -3.234 0.635
H 0.458 -1.698 -2.916
H 0.308 -3.385 -2.346
H 1.110 -2.089 -1.317
C 2.049 -1.652 1.519
S 2.318 -0.015 2.190
O 1.445 0.900 1.456
C 1.445 -0.303 3.747
H 0.978 -1.812 1.383
H 2.578 -2.385 2.128
H 2.487 -1.657 0.515
H 1.914 -1.092 4.338
H 0.431 -0.588 3.469
H 1.469 0.622 4.317
```

Summary:
Charge ... -2
HOMO ... -1.52 eV
F_max ... 2.42 eV/A
Spin multiplicity ... 1

Atom charges from the Mulliken analysis, given in e for atoms 1 to 4: number 1, Na, carries 0.8426; number 2, N, carries 0.7179; number 3, O, carries -0.6049; number 4, O, carries -0.7020